No. 1
The following is a quantum chemistry calculation of a structure of composition C32H31B2BiF10N8O10, from the Open Molecules 2025 dataset.

Structure (ORCA input):
```
! RIJCOSX wB97M-V def2-TZVPD def2/J DEFGRID3
* xyz 0 1
B -2.491 -0.681 2.617
C -0.279 2.180 -1.712
H -3.337 3.602 3.242
C 2.605 3.121 0.599
H -0.710 -4.479 -0.104
H 3.446 -1.204 4.773
H -2.281 -1.223 -4.108
N 1.924 0.795 3.189
F 1.406 0.523 -2.083
H -2.091 3.323 -1.579
O -0.364 1.698 -0.427
C 3.345 1.993 -0.092
C -4.521 -2.026 -2.596
C -0.158 -2.449 0.168
H -1.679 5.186 1.961
F -2.759 -0.108 3.842
N 0.254 2.879 3.382
N -0.437 -1.150 -0.043
N 2.837 0.798 0.136
H -2.343 1.635 -2.037
O -2.304 0.437 1.603
C -1.550 -0.852 -0.709
F 1.924 2.330 5.488
H 5.057 -1.198 -1.306
H -3.012 -5.425 -3.876
O -5.685 -1.695 -2.608
C -2.440 -1.805 -1.187
H 1.592 -3.145 -5.885
H 0.090 5.139 1.779
H 1.745 -4.548 -4.831
C 1.105 -4.067 -5.573
C -2.789 -3.293 -3.915
Bi 0.755 0.690 1.174
H 5.986 1.050 -1.946
N -3.600 -1.334 -1.815
H 0.139 -1.728 5.848
H -2.828 -3.917 -1.287
H -0.448 -2.762 4.533
H 3.359 0.471 5.362
H 1.050 -4.729 -6.437
H -0.059 -1.662 -5.030
C -0.701 -2.496 -4.782
H 0.727 -2.681 0.728
H 2.283 -0.770 6.028
F 1.865 3.284 -1.758
F 3.467 3.697 4.452
H -0.810 -5.861 -4.866
C -2.366 -4.599 -4.141
H -4.010 -0.499 -1.422
B 2.362 2.929 4.323
C 0.362 1.142 -2.663
F -3.477 -1.473 2.110
H 1.282 -2.745 4.971
O 1.281 3.693 3.701
N -4.065 -3.089 -3.343
C 0.536 3.498 -1.781
C 1.791 -0.148 4.044
C -0.259 -3.794 -5.010
F 0.225 4.293 -0.758
O 1.998 -1.240 1.355
H -4.826 -3.632 -3.725
C -2.152 -3.142 -0.964
O 1.475 2.769 1.127
C 4.504 2.127 -0.842
C -0.745 4.904 2.441
H 4.907 3.116 -1.002
C -0.981 -3.451 -0.300
H -1.755 0.194 -0.833
F -0.512 0.177 -2.989
F 0.275 4.187 -2.908
C -1.956 -2.239 -4.256
O 3.071 4.230 0.619
C 0.617 -1.044 3.893
O -1.257 -1.526 2.726
C -1.708 2.503 -2.182
C 4.579 -0.275 -1.012
H -1.738 2.790 -3.232
C 3.442 -0.321 -0.234
O 2.822 1.760 3.348
N -1.370 1.359 1.934
H -3.484 3.361 1.498
F 0.798 1.675 -3.813
C -0.701 3.452 2.753
C -1.748 2.510 2.350
N -0.164 -0.758 2.929
C -3.189 2.884 2.437
C 2.869 -1.544 0.443
C 2.778 -0.413 5.129
H -0.606 5.489 3.350
C -1.122 -4.839 -4.693
C 0.379 -2.143 4.868
H -3.812 2.008 2.594
C 5.095 0.979 -1.339
O 3.270 -2.657 0.187
*
```

Molecular weight, Da: 1108.23
Relative energy (zero: lowest compared OMol25 entry of this formula, charge and spin), kcal/mol: 27.5
Maximum force, eV Å⁻¹: 0.45
HOMO, eV: -8.915
LUMO energy, eV: -3.780



No. 2
The following is a quantum chemistry calculation of the molecule C32H31BF6O2S at a distorted geometry, from the Open Molecules 2025 dataset.

Structure (ORCA input):
```
! RIJCOSX wB97M-V def2-TZVPD def2/J DEFGRID3
* xyz 0 1
H 1.699 -0.585 4.998
O -2.084 -0.037 4.055
F 4.503 3.332 3.151
C 1.736 2.268 1.728
C -1.394 2.611 3.210
H -0.869 -4.838 5.356
C 0.395 2.035 1.721
C -3.674 5.598 2.396
C -0.311 1.617 2.969
C -3.891 -1.278 1.188
H 2.249 2.489 0.788
H 2.687 -1.936 3.228
F 4.627 -1.925 -1.721
C -3.450 -2.039 3.951
C -1.978 2.946 4.423
C 4.374 -0.844 -0.923
C -3.604 -0.125 2.164
F 4.489 1.235 3.760
H -2.854 -2.604 3.227
C 3.492 -1.564 1.287
F 4.124 0.222 -1.740
C 0.044 -0.975 2.847
C 0.506 1.634 4.196
O -2.319 0.389 1.745
H 2.446 1.848 5.067
F 5.502 -0.526 -0.234
C 1.124 -1.503 5.096
C 1.836 1.891 4.162
H -4.877 -1.718 1.376
H -2.991 -2.249 4.924
C -2.831 4.075 4.236
H -4.654 1.246 0.924
C -0.389 -3.093 4.165
H 1.942 -2.004 7.050
H 4.503 -1.889 1.532
B -1.380 0.177 2.835
H -0.195 2.139 0.796
H -3.267 4.616 5.062
C 1.929 -0.806 -0.407
H 0.019 1.392 5.147
H -0.087 -0.506 0.231
F 4.390 1.779 1.635
C 0.232 -1.835 4.065
H -5.650 0.491 2.167
C -0.297 -3.905 5.301
H -4.229 1.219 4.721
C 0.517 -3.487 6.357
H -1.687 2.436 5.354
C 1.196 -1.046 1.936
C 2.450 2.087 2.919
C 3.228 -1.110 0.003
H -4.340 5.357 1.569
H -4.233 6.034 3.220
H 0.617 -4.138 7.230
C -3.405 -0.519 3.709
H 1.744 -0.548 -1.466
H -5.374 -0.162 4.542
H -2.938 6.337 2.077
H -4.498 1.785 2.604
S -2.203 3.335 1.842
H -4.483 -2.417 3.946
C -4.337 0.137 4.706
H -3.904 -0.890 0.158
C -2.985 4.419 2.899
C 3.933 2.126 2.877
H -0.959 -3.432 3.295
H -4.076 -0.223 5.707
H -0.879 -1.185 2.235
H -3.140 -2.080 1.220
C 0.932 -0.766 0.567
C 1.260 -2.306 6.244
C 2.481 -1.539 2.239
C -4.664 0.920 1.963
*
```

Molecular weight, Da: 604.47
Relative energy (zero: lowest compared OMol25 entry of this formula, charge and spin), kcal/mol: 99.1
Maximum force, eV Å⁻¹: 3.33
HOMO, eV: -7.162
LUMO energy, eV: -1.859



Across the entries above, frontier orbital gap takes the values 5.1, 5.3 eV, respectively.